Record 1
The following is a quantum chemistry calculation of C34H86CdF3O12 as an isolated structure in a non-equilibrium geometry, from the OMol25 dataset.

Values from the calculation:
Energy above the lowest of the compared OMol25 structures with the same formula, charge and spin = 290.5 kcal per mole
Total charge = +1
E_HOMO = -10.89 eV
F_max = 4.8 eV/Å

Each line ends with the Mulliken charge.
Cartesian coordinates (Å):
Cd: 5.27329 -4.32084 -3.94921  0.754
C: 1.29124 0.20174 -3.20039  0.120
O: 1.42620 0.33461 -1.79508  -0.200
O: 2.16936 -0.79961 -3.61643  -0.379
C: -0.26300 0.03039 -3.55948  0.790
F: -0.37105 -0.07831 -4.88290  -0.249
F: -0.79037 -1.09303 -3.15322  -0.234
F: -0.98552 1.05543 -3.21592  -0.206
C: 1.14427 1.61555 -1.31910  -0.155
C: 1.80812 1.80804 0.11049  -1.269
H: 1.61892 0.88641 0.66084  0.350
H: 2.88093 1.98304 0.19139  0.308
H: 1.30947 2.48208 0.80701  0.384
H: 0.07194 1.74564 -1.17320  0.307
H: 1.57065 2.44645 -1.88114  0.299
H: 1.59970 1.10099 -3.73356  0.376
C: 3.92075 -4.38071 2.80580  -1.195
C: 3.44424 -5.22713 1.61049  0.397
C: 1.92872 -5.52607 1.62810  -1.283
O: 3.69455 -4.45843 0.41262  -0.528
H: 3.51018 -3.37193 2.84940  0.300
H: 5.00925 -4.33029 2.83254  0.305
H: 3.57237 -4.66281 3.79935  0.366
H: 4.07901 -6.10504 1.49035  0.255
H: 1.58447 -5.98303 0.70032  0.360
H: 1.25119 -4.71310 1.88913  0.341
H: 1.85508 -6.31933 2.37202  0.362
H: 3.04028 -3.75633 0.38850  0.318
C: -5.61120 -0.72132 -10.37822  -1.320
C: -6.44601 -0.57771 -11.64285  0.791
C: -5.70732 -0.16004 -12.87883  -1.489
O: -7.01226 -1.92143 -11.92015  -0.541
H: -6.15706 -0.80025 -9.43805  0.311
H: -4.83552 0.04339 -10.33781  0.336
H: -5.04429 -1.65137 -10.41984  0.324
H: -7.16307 0.21518 -11.43013  0.155
H: -6.44936 0.16765 -13.60690  0.355
H: -5.14752 -1.01084 -13.26724  0.397
H: -4.97787 0.62178 -12.66725  0.376
H: -7.11670 -1.94485 -12.87417  0.304
C: 8.80392 -0.37313 -0.47902  -1.092
C: 7.90707 -0.06555 -1.73908  0.230
C: 8.51619 0.92950 -2.62961  -1.247
O: 8.00376 -1.17668 -2.52161  -0.574
H: 9.53277 -1.15244 -0.70163  0.310
H: 8.11944 -0.72409 0.29326  0.302
H: 9.28326 0.43470 0.07391  0.327
H: 6.86423 0.08610 -1.46054  0.349
H: 9.57557 0.77849 -2.83699  0.327
H: 8.39464 1.93115 -2.21726  0.357
H: 8.02742 0.87033 -3.60208  0.351
H: 8.94057 -1.33500 -2.65917  0.363
C: 2.64213 -8.47776 -7.83146  -1.125
C: 2.00305 -7.42895 -7.04066  0.269
C: 0.54177 -7.68739 -6.89014  -1.321
O: 2.64651 -7.40935 -5.74454  -0.550
H: 3.43578 -8.04451 -8.44016  0.313
H: 1.92665 -8.67942 -8.62866  0.325
H: 2.97741 -9.40515 -7.36711  0.338
H: 2.06063 -6.41103 -7.42617  0.313
H: 0.32146 -8.74827 -6.77136  0.345
H: 0.09367 -7.27795 -7.79548  0.380
H: 0.19118 -7.07541 -6.05907  0.356
H: 2.36075 -8.27965 -5.45730  0.358
C: -3.80531 2.91801 4.98578  -1.058
C: -4.99218 1.99644 4.91179  0.302
C: -5.04036 1.08517 6.16873  -1.269
O: -6.17369 2.73236 4.93947  -0.539
H: -4.02104 3.82925 5.54363  0.289
H: -3.62123 3.21197 3.95244  0.283
H: -2.91652 2.49968 5.45817  0.318
H: -4.91105 1.20677 4.16484  0.305
H: -5.78186 0.28638 6.18345  0.332
H: -5.08235 1.62749 7.11331  0.368
H: -4.06249 0.61026 6.24825  0.314
H: -6.20701 3.13198 5.81170  0.354
C: -0.08792 9.33421 6.95230  -1.234
C: -0.37529 9.86236 5.48459  0.417
C: -0.75550 8.72107 4.56696  -1.131
O: -1.39019 10.76850 5.54902  -0.540
H: 0.70540 8.58712 6.97707  0.365
H: -0.95912 8.77577 7.29473  0.288
H: 0.21480 10.14676 7.61278  0.329
H: 0.51872 10.37267 5.12620  0.261
H: -0.48421 9.02218 3.55512  0.299
H: -1.83628 8.58301 4.53591  0.339
H: -0.16679 7.89563 4.96716  0.285
H: -2.24810 10.34628 5.46336  0.321
C: -7.35568 5.88174 -3.50482  -1.368
C: -6.59540 4.67823 -2.92569  0.657
C: -7.26550 3.32568 -3.27416  -1.327
O: -5.29346 4.81624 -3.48643  -0.530
H: -8.43189 5.81828 -3.34404  0.366
H: -7.28321 5.88513 -4.59241  0.324
H: -7.18708 6.88107 -3.10356  0.335
H: -6.69110 4.79817 -1.84653  0.163
H: -8.31294 3.39651 -2.98099  0.358
H: -6.80919 2.61248 -2.58770  0.340
H: -7.13232 3.06398 -4.32388  0.392
H: -4.88767 3.97296 -3.70045  0.290
C: 8.04091 4.92825 7.53543  -1.145
C: 7.53156 3.72920 6.71177  0.264
C: 8.58077 2.70013 6.32502  -1.078
O: 6.62942 3.01500 7.64799  -0.546
H: 7.23196 5.59350 7.83733  0.345
H: 8.73422 5.55878 6.97876  0.324
H: 8.49023 4.59737 8.47176  0.307
H: 6.80537 4.02959 5.95643  0.285
H: 9.42311 3.22873 5.87874  0.316
H: 8.18811 2.03776 5.55354  0.306
H: 8.88194 1.99483 7.09958  0.290
H: 7.14303 2.82212 8.43577  0.331
C: -6.43067 -4.94625 -2.31540  -1.151
C: -5.84768 -5.76300 -1.20695  0.199
C: -5.00298 -6.94591 -1.69093  -1.205
O: -4.86679 -4.93706 -0.65412  -0.552
H: -7.24524 -5.57877 -2.66823  0.335
H: -5.81685 -4.91227 -3.21549  0.314
H: -6.90091 -4.01284 -2.00600  0.336
H: -6.51729 -6.08738 -0.41040  0.342
H: -4.30989 -6.73736 -2.50593  0.315
H: -5.59780 -7.81040 -1.98579  0.359
H: -4.34968 -7.28013 -0.88496  0.346
H: -4.28960 -4.75100 -1.39832  0.362
C: 0.54977 -2.66445 8.20269  -1.281
C: 0.83540 -1.18627 7.93923  0.669
C: 0.56596 -0.19020 9.04939  -1.266
O: 2.23059 -1.16079 7.62866  -0.530
H: -0.46149 -2.79324 8.58853  0.362
H: 1.18259 -3.16907 8.93276  0.331
H: 0.65453 -3.19776 7.25785  0.287
H: 0.35144 -0.84276 7.02497  0.138
H: 1.18334 -0.40895 9.92065  0.340
H: -0.42643 -0.14682 9.49815  0.343
H: 0.95915 0.73036 8.61802  0.323
H: 2.44895 -0.22723 7.67753  0.283


Record 2
The following is a quantum chemistry calculation of C7H16NO2 as an isolated structure in a non-equilibrium geometry, from the OMol25 dataset.

Values from the calculation:
Energy above the lowest of the compared OMol25 structures with the same formula, charge and spin = 122.0 kcal per mole
Total charge = +1
E_HOMO = -11.73 eV
F_max = 4.1 eV/Å

Each line ends with the Mulliken charge.
Cartesian coordinates (Å):
C: 1.40038 1.29652 -0.88787  0.014
C: 0.68892 0.30117 0.06137  -0.720
C: 1.99290 -1.56303 3.32342  -0.949
C: -1.74088 -0.08200 -3.24114  -1.300
C: -2.15412 1.57545 -1.23239  -0.966
C: 1.04785 -1.29471 2.20570  -0.279
C: -2.15728 0.32875 -1.84375  1.051
N: 1.35731 -0.00063 1.51524  -0.114
O: 0.28105 1.66933 -0.12633  -0.317
O: -2.57659 -0.64998 -1.13984  -0.398
H: 2.30572 1.81759 -0.84525  0.325
H: 1.14087 1.09565 -1.99160  0.058
H: 2.87100 -0.94776 3.01956  0.252
H: 1.69921 -1.01575 4.24547  0.306
H: 2.39873 -2.56832 3.43609  0.320
H: -0.78684 0.41306 -3.68535  0.226
H: -2.44814 0.12968 -3.99716  0.376
H: -1.50015 -1.13057 -3.37142  0.446
H: -2.00928 2.45470 -1.84796  0.364
H: -2.81146 1.82733 -0.34654  0.362
H: -0.81983 1.58824 -0.65576  0.191
H: -0.04030 -1.32456 2.52408  0.314
H: 1.06727 -2.17245 1.43776  0.311
H: 2.32051 0.16338 1.44089  0.371
H: 0.96551 0.79948 2.07329  0.389
H: -2.56780 -1.49711 -1.60261  0.368


Record 3
The following is a quantum chemistry calculation of C33H29GeMoN4O4S2 as an isolated structure in a non-equilibrium geometry, from the OMol25 dataset.

Values from the calculation:
Energy above the lowest of the compared OMol25 structures with the same formula, charge and spin = 11.0 kcal per mole
Total charge = -1
E_HOMO (alpha / beta) = -3.37 / -3.37 eV
F_max = 4.1 eV/Å

Each line ends with the Mulliken charge.
Cartesian coordinates (Å):
Mo: 0.04423 1.78276 -0.28415  -1.560
O: 3.89923 4.58160 -4.43323  -0.683
S: 3.74488 3.38743 -3.64762  1.206
O: 4.77220 2.38234 -3.76060  -0.665
N: 2.27906 2.72298 -3.81509  -0.697
C: 1.62742 2.70383 -2.66124  0.163
O: 0.56415 2.08518 -2.41440  -0.557
C: 2.32744 3.44595 -1.55015  1.078
C: 1.86454 3.68545 -0.27576  -0.245
C: 2.72098 4.26338 0.64817  -0.696
C: 4.01333 4.62318 0.26848  -0.599
C: 4.45545 4.44291 -1.03863  -0.669
C: 3.58824 3.83374 -1.92639  0.013
H: 0.80303 3.61825 -0.04312  0.598
H: 2.37675 4.44085 1.65918  0.477
H: 4.67906 5.06671 0.99999  0.395
H: 5.44440 4.76206 -1.34419  0.438
C: -2.79346 1.71037 -2.14491  -1.035
C: -2.30720 2.27636 -0.82963  1.083
N: -3.18117 2.17065 0.23106  -0.426
O: -1.47468 3.24251 -0.84105  -0.681
H: -3.65636 1.05834 -1.99714  0.325
H: -1.99592 1.16713 -2.63990  0.139
H: -3.07859 2.55623 -2.77219  0.385
H: -3.58779 1.25436 0.36724  0.098
H: -2.78894 2.54544 1.08485  0.302
C: -0.80052 0.19144 -0.34942  1.413
Ge: -1.36989 -1.50478 0.26050  1.959
C: -1.97629 -2.75346 -1.10874  -0.167
C: -2.36877 -4.04548 -0.75287  -0.282
C: -2.85329 -4.92962 -1.70866  -0.663
C: -2.95046 -4.53057 -3.03786  -0.390
C: -2.56013 -3.25008 -3.40650  -0.613
C: -2.07603 -2.36685 -2.44516  -0.457
C: 0.08191 -2.37096 1.22455  0.297
C: 1.28256 -2.57533 0.53908  -0.716
C: 2.36163 -3.18913 1.15926  -0.670
C: 2.25635 -3.60524 2.48123  -0.569
C: 1.06924 -3.40933 3.17489  -0.610
C: -0.01115 -2.79453 2.54971  -0.282
C: -2.91735 -1.18945 1.42709  -0.306
C: -4.21272 -1.34792 0.92449  -0.467
C: -5.32364 -0.96738 1.67323  -0.583
C: -5.15348 -0.43420 2.94432  -0.467
C: -3.87226 -0.26477 3.45623  -0.923
C: -2.76322 -0.62964 2.70033  0.258
H: -2.29427 -4.36556 0.28274  0.374
H: -3.15432 -5.92964 -1.41956  0.379
H: -3.32679 -5.21919 -3.78490  0.359
H: -2.62936 -2.93769 -4.44180  0.404
H: -1.76480 -1.36739 -2.73436  0.267
H: 1.37085 -2.24536 -0.49185  0.434
H: 3.28771 -3.33815 0.61480  0.420
H: 3.09754 -4.08146 2.96939  0.382
H: 0.98311 -3.73850 4.20389  0.407
H: -0.93325 -2.64811 3.10225  0.344
H: -4.35489 -1.77550 -0.06219  0.316
H: -6.31969 -1.08520 1.26452  0.386
H: -6.01653 -0.14256 3.53138  0.362
H: -3.73497 0.16623 4.44122  0.401
H: -1.76714 -0.44243 3.09048  0.400
C: 3.07491 0.02726 -1.12866  -1.897
C: 2.87305 0.34412 0.31872  0.518
C: 3.82706 0.03628 1.28173  -0.593
C: 3.53420 0.34085 2.59193  -0.424
N: 2.40214 0.91502 2.98255  -0.681
C: 1.52695 1.20025 2.01059  0.040
S: 0.00294 2.00110 2.23931  -0.504
N: 1.74227 0.93890 0.68605  0.916
H: 3.42261 -1.00216 -1.23947  0.459
H: 3.83008 0.68031 -1.57369  0.430
H: 2.13839 0.15287 -1.66732  0.243
H: 4.75576 -0.44380 1.00189  0.484
H: 4.24369 0.11679 3.38503  0.424


The highest energy above the lowest of the compared OMol25 structures with the same formula, charge and spin belongs to which entry?
C34H86CdF3O12